(1)
{
  "formula": "C18H17F4N5O4",
  "method": "ωB97M-V/def2-TZVPD",
  "elements": ["C", "C", "N", "N", "C", "C", "C", "C", "C", "C", "C", "O", "N", "N", "C", "C", "F", "F", "C", "C", "O", "C", "F", "F", "C", "C", "C", "C", "N", "O", "O", "H", "H", "H", "H", "H", "H", "H", "H", "H", "H", "H", "H", "H", "H", "H", "H", "H"],
  "xyz": [[2.009, 0.236, -3.422], [1.007, -0.684, -2.841], [-0.262, -0.364, -2.724], [-0.888, -1.415, -2.172], [-2.288, -1.334, -1.861], [-2.530, -1.086, -0.390], [-3.665, -1.578, 0.241], [-3.882, -1.318, 1.585], [-2.973, -0.566, 2.303], [-1.834, -0.059, 1.676], [-0.892, 0.711, 2.513], [-0.885, 0.649, 3.734], [0.020, 1.533, 1.903], [0.072, 1.865, 0.600], [0.998, 2.715, 0.401], [1.278, 3.241, -0.969], [1.095, 4.584, -1.012], [2.573, 3.028, -1.304], [1.748, 3.115, 1.638], [1.049, 2.255, 2.705], [0.484, 3.035, 3.690], [1.999, 1.185, 3.301], [3.129, 1.763, 3.755], [2.371, 0.318, 2.328], [-1.615, -0.334, 0.331], [-0.055, -2.431, -1.904], [-0.506, -3.692, -1.275], [1.205, -2.001, -2.334], [2.414, -2.714, -2.294], [3.416, -2.156, -2.698], [2.394, -3.855, -1.862], [1.508, 1.105, -3.838], [2.717, 0.553, -2.657], [2.581, -0.271, -4.195], [-2.790, -2.251, -2.182], [-2.683, -0.493, -2.440], [-4.379, -2.165, -0.317], [-4.764, -1.707, 2.071], [-3.125, -0.359, 3.351], [0.635, 2.772, -1.728], [2.814, 2.902, 1.556], [1.619, 4.174, 1.866], [-0.061, 2.469, 4.264], [1.539, 0.617, 4.122], [-0.734, 0.042, -0.160], [-1.223, -4.201, -1.918], [0.347, -4.345, -1.115], [-0.990, -3.486, -0.321]],
  "forces_ev_per_angstrom": [[0.1, 0.1, -0.1], [0.1, -0.5, 0.2], [0.1, 0.8, -0.4], [0.6, -0.6, 0.0], [-0.4, 0.1, 0.1], [-0.1, -0.1, 0.1], [0.2, 0.1, -0.1], [0.0, 0.0, 0.0], [0.1, 0.1, 0.0], [-0.4, -0.3, -0.2], [0.2, 0.3, -0.3], [-0.1, -0.1, 0.2], [0.6, 0.3, 1.0], [-0.1, 0.4, -1.3], [0.1, 0.0, 0.4], [-0.6, -0.4, -0.5], [-0.1, 0.3, 0.2], [0.4, -0.2, 0.1], [-0.1, -0.1, 0.1], [0.2, -0.7, -0.1], [0.0, 0.4, 0.4], [-0.4, -0.1, 0.4], [0.2, 0.4, 0.2], [0.0, -0.2, -0.4], [0.0, -0.1, 0.0], [0.5, -0.1, -0.1], [0.0, -0.2, 0.1], [-1.5, 0.8, 0.0], [0.4, -0.4, 0.1], [0.2, 0.1, -0.1], [0.1, -0.2, 0.1], [0.0, 0.1, 0.0], [0.1, 0.0, 0.0], [0.0, 0.1, 0.0], [0.0, 0.1, 0.0], [0.1, -0.2, 0.0], [-0.1, -0.1, -0.1], [-0.1, 0.0, 0.1], [0.0, 0.0, 0.1], [0.1, 0.1, 0.2], [-0.1, 0.0, 0.0], [0.0, -0.1, 0.0], [0.1, -0.1, -0.2], [0.1, 0.2, -0.2], [0.0, -0.1, -0.1], [-0.1, -0.1, 0.0], [-0.1, 0.0, 0.0], [-0.1, 0.0, 0.1]],
  "nbo_charge": [-0.65, 0.18, -0.29, -0.16, -0.23, -0.05, -0.18, -0.21, -0.16, -0.09, 0.67, -0.64, -0.30, -0.18, 0.17, 0.54, -0.33, -0.33, -0.49, 0.34, -0.69, 0.54, -0.33, -0.34, -0.20, 0.23, -0.67, -0.08, 0.53, -0.39, -0.41, 0.22, 0.24, 0.24, 0.22, 0.25, 0.21, 0.22, 0.24, 0.16, 0.26, 0.27, 0.51, 0.16, 0.25, 0.23, 0.27, 0.24],
  "e_homo_ev": -9.784,
  "charge": 0,
  "largest_force_ev_per_a": 1.67,
  "e_above_lowest_kj_mol": 0.0,
  "total_energy_ha": -1670.2536,
  "homo_lumo_gap_ev": 9.5,
  "lumo_ha": -0.0087,
  "smiles": "Cc1nn(Cc2cccc(C(=O)N3N=C(C(F)F)C[C@]3(O)C(F)F)c2)c(C)c1[N+](=O)[O-]"
}

(2)
{
  "formula": "C16H35BFNO20S",
  "method": "ωB97M-V/def2-TZVPD",
  "elements": ["O", "S", "O", "F", "N", "C", "O", "C", "O", "C", "C", "O", "O", "B", "O", "O", "H", "H", "H", "H", "H", "H", "H", "H", "H", "H", "H", "C", "O", "C", "O", "O", "C", "H", "H", "H", "H", "H", "H", "C", "O", "C", "O", "O", "C", "H", "H", "H", "H", "H", "H", "C", "O", "C", "O", "O", "C", "H", "H", "H", "H", "H", "H", "C", "O", "C", "O", "O", "C", "H", "H", "H", "H", "H", "H"],
  "xyz": [[0.956, 2.033, -2.110], [2.217, 1.469, -1.402], [3.430, 2.339, -1.814], [2.513, -0.122, -2.066], [1.935, 1.366, 0.318], [2.044, 2.704, 1.017], [3.224, 2.842, 1.900], [3.457, 4.298, 2.042], [3.890, 4.686, 3.424], [3.776, 6.182, 3.427], [4.750, 6.779, 4.634], [5.505, 7.986, 4.226], [2.662, 0.406, 0.915], [1.637, -0.643, 1.256], [0.287, -0.165, 1.719], [1.887, -2.101, 1.109], [1.095, 2.778, 1.736], [1.937, 3.552, 0.216], [2.497, 4.928, 1.816], [4.373, 4.551, 1.327], [4.141, 6.655, 2.395], [2.651, 6.512, 3.625], [5.531, 5.927, 4.860], [4.151, 6.987, 5.640], [6.343, 7.682, 3.739], [-0.310, -0.026, 0.901], [2.086, -2.268, 0.130], [-0.188, -0.058, -3.643], [-0.532, -1.362, -3.178], [-1.712, -1.831, -3.656], [-2.462, -1.243, -4.419], [-1.914, -3.069, -3.138], [-3.127, -3.691, -3.558], [0.773, 0.216, -3.198], [-0.077, -0.054, -4.732], [-0.936, 0.675, -3.325], [-3.133, -3.831, -4.643], [-3.993, -3.103, -3.237], [-3.184, -4.674, -3.083], [0.557, -6.220, -2.490], [0.212, -7.524, -2.026], [-0.968, -7.993, -2.504], [-1.717, -7.404, -3.267], [-1.169, -9.231, -1.986], [-2.382, -9.852, -2.406], [1.517, -5.945, -2.046], [0.668, -6.215, -3.580], [-0.192, -5.487, -2.173], [-2.389, -9.993, -3.491], [-3.248, -9.264, -2.085], [-2.440, -10.836, -1.931], [-3.007, -2.995, 2.778], [-2.211, -3.965, 2.100], [-2.920, -4.836, 1.339], [-4.133, -4.846, 1.202], [-2.045, -5.695, 0.757], [-2.654, -6.676, -0.080], [-2.337, -2.352, 3.356], [-3.550, -2.371, 2.061], [-3.700, -3.481, 3.472], [-3.183, -6.199, -0.912], [-3.333, -7.309, 0.500], [-1.863, -7.307, -0.492], [-1.070, 9.231, 2.499], [-0.274, 8.262, 1.821], [-0.983, 7.390, 1.060], [-2.196, 7.381, 0.923], [-0.108, 6.532, 0.478], [-0.718, 5.551, -0.359], [-0.401, 9.875, 3.077], [-1.613, 9.855, 1.782], [-1.763, 8.745, 3.193], [-1.246, 6.027, -1.191], [-1.397, 4.917, 0.221], [0.074, 4.919, -0.771]],
  "forces_ev_per_angstrom": [[4.2, -2.8, 3.7], [1.1, 5.8, -6.1], [-3.8, -4.0, 2.2], [-0.6, 2.7, 2.4], [-0.4, 1.9, -1.2], [-1.2, 1.4, 1.2], [-1.5, 1.8, -1.4], [1.2, 0.6, 0.1], [-1.1, 1.2, -2.5], [0.2, 0.9, 0.6], [0.5, -1.3, 0.0], [0.4, -2.0, -0.4], [-1.1, -3.7, 1.1], [-1.7, -1.4, 0.2], [2.2, -0.8, -2.9], [-0.2, 4.0, -1.6], [1.9, -0.4, -1.6], [0.5, -1.7, 1.4], [1.7, -1.3, 0.2], [-2.1, -0.3, 1.3], [-0.7, -1.1, 2.2], [2.3, -0.8, -0.6], [-1.7, 1.5, -0.3], [1.3, -0.2, -2.4], [-2.0, 0.5, 1.1], [1.4, -0.4, 2.0], [0.0, 0.2, 2.0], [0.3, 0.5, -0.3], [-0.9, -0.7, -0.2], [-0.3, 0.2, -0.3], [1.1, -0.9, 1.2], [0.4, 1.0, -0.3], [-0.5, -0.3, -0.1], [-0.8, -0.6, -0.4], [-0.2, 0.0, 0.2], [0.1, -0.2, -0.2], [-0.1, 0.2, 0.2], [0.2, 0.0, -0.2], [0.3, 0.2, 0.0], [0.1, 0.6, -0.2], [-1.0, -0.7, -0.3], [0.0, 0.2, -0.5], [1.0, -0.8, 1.1], [0.3, 1.0, -0.3], [-0.4, -0.3, -0.2], [-0.2, -0.3, 0.1], [-0.2, 0.0, 0.2], [0.0, -0.1, -0.2], [-0.1, 0.2, 0.2], [0.2, 0.0, -0.2], [0.3, 0.3, 0.0], [-0.2, 0.4, 0.3], [-0.4, -0.8, -0.7], [-0.4, 0.0, 0.0], [1.7, 0.0, 0.2], [-0.5, 0.7, 0.5], [-0.2, -0.3, -0.3], [0.1, -0.3, -0.2], [0.0, -0.2, 0.1], [0.0, 0.1, -0.3], [0.0, -0.1, 0.2], [0.0, 0.2, -0.1], [0.0, 0.4, 0.5], [-0.3, 0.4, 0.3], [-0.3, -0.8, -0.7], [-0.6, 0.1, 0.0], [1.9, 0.0, 0.2], [-0.4, 0.7, 0.6], [-0.2, -0.4, -0.3], [0.1, -0.3, -0.2], [0.0, -0.2, 0.1], [0.0, 0.1, -0.3], [0.0, -0.1, 0.3], [0.0, 0.2, -0.1], [0.0, 0.3, 0.2]],
  "lowdin_charge": [-0.32, 0.95, -0.31, -0.22, -0.26, -0.15, -0.10, -0.18, -0.17, -0.17, -0.20, -0.15, 0.03, -0.40, 0.04, 0.09, 0.18, 0.14, 0.14, 0.17, 0.14, 0.14, 0.13, 0.14, 0.12, 0.14, 0.13, -0.06, -0.01, -0.56, 0.11, -0.02, -0.04, 0.03, 0.11, 0.10, 0.10, 0.10, 0.08, -0.04, -0.01, -0.60, 0.10, -0.02, -0.05, 0.10, 0.10, 0.09, 0.10, 0.10, 0.10, -0.05, -0.01, -0.56, 0.11, 0.00, -0.03, 0.09, 0.10, 0.10, 0.10, 0.11, 0.08, -0.05, -0.02, -0.56, 0.11, -0.02, -0.05, 0.09, 0.10, 0.10, 0.10, 0.10, 0.08],
  "e_homo_ev": -10.419,
  "charge": 0,
  "largest_force_ev_per_a": 8.45,
  "total_energy_ha": -2712.9469,
  "homo_lumo_gap_ev": 8.8,
  "lumo_ha": -0.0610,
  "smiles": "O=S(=O)(F)N(COCOCCO)OB(O)O.COC(=O)OC.COC(=O)OC.COC(=O)OC.COC(=O)OC"
}

(3)
{
  "formula": "C3H6N2O",
  "method": "ωB97M-V/def2-TZVPD",
  "elements": ["C", "C", "N", "N", "C", "O", "H", "H", "H", "H", "H", "H"],
  "xyz": [[1.570, 0.185, -0.303], [0.055, 0.143, -0.257], [-0.844, 1.085, -0.208], [-2.036, 0.560, -0.287], [-1.915, -0.645, -0.597], [-0.597, -1.037, -0.424], [1.737, 1.173, -0.053], [1.698, -0.196, -1.294], [2.052, -0.344, 0.489], [-2.638, -1.242, -0.903], [0.638, 0.163, 2.208], [0.281, 0.155, 1.630]],
  "forces_ev_per_angstrom": [[-3.0, -1.0, 0.1], [-1.3, -0.6, -0.2], [4.0, 2.1, 1.2], [-3.0, 1.3, -1.3], [4.1, 0.6, 2.3], [-0.3, -0.6, -1.5], [1.0, 2.3, -0.5], [1.4, 0.2, -0.6], [0.1, -1.0, 0.2], [-2.8, -3.2, -1.0], [1.4, 0.0, 2.7], [-1.5, 0.0, -1.4]],
  "nbo_charge": [-0.66, 0.48, -0.32, -0.27, 0.29, -0.43, 0.25, 0.24, 0.24, 0.19, 0.01, -0.01],
  "e_homo_ev": -10.022,
  "charge": 0,
  "largest_force_ev_per_a": 4.71,
  "e_above_lowest_kj_mol": 369.7,
  "total_energy_ha": -302.5523,
  "homo_lumo_gap_ev": 11.0,
  "lumo_ha": 0.0353,
  "smiles": "Cc1nnco1.[H][H]"
}

(4)
{
  "formula": "CHBrOS2",
  "method": "ωB97M-V/def2-TZVPD",
  "elements": ["O", "C", "S", "S", "Br", "H"],
  "xyz": [[1.965, -1.201, -1.410], [2.107, -0.611, -0.472], [2.419, 0.115, 1.270], [-2.501, 1.262, 0.360], [-0.886, 0.278, -0.699], [-3.104, 0.158, 0.951]],
  "forces_ev_per_angstrom": [[-0.3, -0.6, -1.7], [1.4, 2.5, 6.8], [-0.8, -1.9, -5.0], [-0.7, -0.5, 0.6], [-0.2, -0.2, -0.2], [0.7, 0.7, -0.6]],
  "nbo_charge": [-0.43, 0.64, -0.22, -0.08, -0.06, 0.15],
  "e_homo_ev": -9.324,
  "charge": 0,
  "largest_force_ev_per_a": 7.38,
  "e_above_lowest_kj_mol": 143.0,
  "total_energy_ha": -3484.2839,
  "homo_lumo_gap_ev": 8.8,
  "lumo_ha": -0.0208,
  "smiles": "O=C=S.SBr"
}

(5)
{
  "formula": "C34H27CuF6N2O5P2S4Te",
  "method": "ωB97M-V/def2-TZVPD",
  "elements": ["Cu", "Te", "C", "C", "C", "N", "C", "C", "C", "P", "C", "C", "C", "C", "C", "C", "C", "C", "C", "C", "C", "C", "P", "C", "C", "C", "C", "C", "C", "C", "C", "C", "C", "C", "C", "H", "H", "H", "H", "H", "H", "H", "H", "H", "H", "H", "H", "H", "H", "H", "H", "H", "H", "H", "H", "H", "H", "H", "H", "F", "C", "F", "F", "S", "O", "O", "N", "S", "O", "O", "C", "F", "F", "F", "C", "O", "C", "S", "S", "H", "H", "H"],
  "xyz": [[1.623, -0.384, 0.799], [-3.107, -0.085, -0.374], [-3.518, -0.123, -2.468], [-4.266, -1.153, -3.030], [-4.556, -1.124, -4.385], [-4.147, -0.163, -5.213], [-3.427, 0.819, -4.671], [-3.101, 0.890, -3.324], [-1.044, -0.225, -0.243], [0.076, 1.115, 0.031], [-0.681, 2.276, 1.218], [-1.712, 3.150, 0.875], [-2.327, 3.927, 1.843], [-1.912, 3.849, 3.166], [-0.877, 2.994, 3.517], [-0.267, 2.211, 2.547], [0.266, 2.135, -1.467], [0.704, 3.457, -1.397], [0.974, 4.176, -2.554], [0.814, 3.569, -3.793], [0.397, 2.245, -3.872], [0.131, 1.529, -2.714], [-0.170, -1.698, 0.136], [-1.153, -2.656, 1.353], [-1.572, -1.974, 2.497], [-2.264, -2.628, 3.502], [-2.549, -3.983, 3.383], [-2.137, -4.671, 2.253], [-1.443, -4.013, 1.244], [-0.085, -2.858, -1.274], [-0.935, -2.759, -2.371], [-0.815, -3.640, -3.437], [0.160, -4.628, -3.415], [1.024, -4.722, -2.331], [0.911, -3.835, -1.270], [-4.609, -1.981, -2.422], [-5.139, -1.923, -4.834], [-3.092, 1.598, -5.348], [-2.520, 1.726, -2.957], [-2.027, 3.224, -0.158], [-3.123, 4.607, 1.563], [-2.383, 4.468, 3.920], [-0.533, 2.946, 4.543], [0.552, 1.550, 2.813], [0.869, 3.931, -0.435], [1.325, 5.199, -2.471], [1.028, 4.126, -4.697], [0.286, 1.764, -4.838], [-0.189, 0.493, -2.769], [-1.354, -0.914, 2.588], [-2.581, -2.081, 4.381], [-3.089, -4.498, 4.169], [-2.354, -5.728, 2.152], [-1.126, -4.562, 0.367], [-1.684, -1.978, -2.394], [-1.479, -3.546, -4.289], [0.260, -5.312, -4.249], [1.803, -5.475, -2.317], [1.612, -3.888, -0.445], [5.197, 1.031, 1.775], [5.443, -0.173, 2.276], [5.602, -0.069, 3.596], [6.574, -0.639, 1.746], [4.030, -1.280, 1.873], [3.916, -1.286, 0.437], [2.895, -0.656, 2.537], [4.540, -2.574, 2.574], [4.123, -4.055, 2.217], [5.076, -4.956, 2.789], [3.675, -4.247, 0.870], [2.601, -4.287, 3.231], [2.847, -4.100, 4.530], [1.650, -3.440, 2.851], [2.147, -5.537, 3.070], [0.502, 6.251, 1.635], [0.876, 6.952, 0.459], [2.115, 6.745, -0.081], [2.399, 7.694, -1.450], [3.147, 5.617, 0.621], [-0.519, 6.569, 1.844], [1.162, 6.503, 2.467], [0.539, 5.170, 1.496]],
  "forces_ev_per_angstrom": [[0.0, 0.0, 0.0], [0.0, 0.0, 0.1], [0.1, 0.1, -0.1], [0.0, 0.0, 0.1], [0.0, 0.0, -0.1], [0.0, 0.0, 0.0], [0.0, 0.0, 0.0], [0.0, 0.0, 0.0], [0.1, 0.0, 0.0], [0.0, 0.0, 0.0], [0.0, 0.0, 0.1], [0.0, 0.0, 0.0], [0.0, 0.0, 0.0], [0.0, 0.0, 0.0], [0.0, 0.0, 0.0], [0.0, 0.0, 0.0], [0.0, -0.1, -0.1], [0.0, 0.0, 0.0], [0.0, 0.0, 0.1], [0.0, 0.0, 0.0], [0.0, 0.1, 0.0], [0.0, 0.0, 0.0], [0.0, 0.0, 0.0], [0.0, 0.0, 0.0], [0.0, 0.0, 0.0], [0.0, 0.0, 0.0], [0.0, 0.0, 0.0], [0.0, 0.0, 0.0], [0.0, 0.0, 0.0], [0.0, 0.0, 0.0], [0.0, 0.0, 0.0], [0.0, 0.0, 0.0], [0.0, 0.0, 0.0], [0.0, 0.0, 0.0], [0.0, 0.0, 0.0], [0.0, 0.0, 0.0], [0.0, 0.0, 0.0], [0.0, 0.0, 0.0], [0.0, 0.0, 0.0], [0.0, 0.0, 0.0], [0.0, 0.0, 0.0], [0.0, 0.0, 0.0], [0.0, 0.0, 0.0], [0.0, 0.0, 0.0], [0.0, 0.0, 0.0], [0.0, 0.0, 0.0], [0.0, 0.0, 0.0], [0.0, 0.0, 0.0], [0.0, 0.0, 0.0], [0.0, 0.0, 0.0], [0.0, 0.0, 0.0], [0.0, 0.0, 0.0], [0.0, 0.0, 0.0], [0.0, 0.0, 0.0], [0.0, 0.0, 0.0], [0.0, 0.0, 0.0], [0.0, 0.0, 0.0], [0.0, 0.0, 0.0], [0.0, 0.0, 0.0], [0.0, 0.0, 0.0], [0.0, 0.0, 0.0], [0.0, 0.0, 0.0], [0.0, 0.0, 0.0], [0.0, 0.0, 0.0], [0.1, 0.0, -0.1], [0.0, 0.0, 0.1], [0.0, 0.0, 0.0], [0.0, 0.0, 0.0], [0.0, 0.0, 0.0], [0.0, 0.0, 0.0], [0.0, 0.0, 0.0], [0.0, 0.0, 0.0], [0.0, 0.0, 0.0], [0.0, 0.0, 0.0], [0.0, 0.0, 0.0], [0.0, 0.0, 0.0], [-0.1, 0.0, 0.0], [0.0, 0.0, 0.0], [0.0, 0.1, 0.0], [0.0, 0.0, 0.0], [0.0, 0.0, 0.0], [0.0, 0.0, 0.0]],
  "lowdin_charge": [0.15, 1.23, -0.57, -0.16, -0.18, 0.04, -0.16, -0.13, -1.02, 0.86, -0.37, -0.12, -0.10, -0.11, -0.09, -0.10, -0.35, -0.08, -0.06, -0.09, -0.10, -0.13, 0.85, -0.36, -0.12, -0.09, -0.11, -0.10, -0.08, -0.35, -0.08, -0.09, -0.11, -0.09, -0.09, 0.09, 0.09, 0.10, 0.09, 0.10, 0.10, 0.09, 0.10, 0.09, 0.07, 0.06, 0.09, 0.09, 0.09, 0.10, 0.10, 0.09, 0.09, 0.10, 0.06, 0.10, 0.09, 0.10, 0.09, 0.15, -0.68, 0.14, 0.14, 0.59, -0.28, -0.33, -0.29, 0.58, -0.28, -0.28, -0.68, 0.13, 0.13, 0.13, -0.17, -0.30, -1.45, 0.37, 0.46, 0.08, 0.07, 0.04],
  "e_homo_ev": -2.040,
  "charge": -2,
  "largest_force_ev_per_a": 0.14,
  "e_above_lowest_kj_mol": 36.9,
  "total_energy_ha": -6580.7902,
  "homo_lumo_gap_ev": 5.5,
  "lumo_ha": 0.1284
}

(6)
{
  "formula": "C5H5NO2",
  "method": "ωB97M-V/def2-TZVPD",
  "elements": ["C", "C", "C", "N", "C", "O", "C", "O", "H", "H", "H", "H", "H"],
  "xyz": [[-1.173, 1.683, -0.242], [-1.496, 0.466, 0.343], [-0.584, -0.477, 0.361], [0.318, 0.062, -0.450], [0.203, 1.525, -0.541], [1.383, -0.763, -0.650], [1.336, -1.726, 0.332], [-0.100, -1.661, 0.880], [-1.793, 2.462, -0.588], [-2.323, 0.124, 0.718], [0.896, 2.309, -1.054], [1.394, -2.526, -0.446], [1.939, -1.478, 1.335]],
  "forces_ev_per_angstrom": [[3.8, -1.1, -0.3], [-2.3, 0.7, 1.0], [3.5, -1.1, -1.5], [3.0, 3.6, -0.4], [-0.9, -0.1, -1.8], [1.5, 1.7, -0.5], [-1.6, 0.2, 1.4], [0.1, 0.3, -1.1], [-0.5, 0.8, 0.3], [-5.4, -0.6, 2.2], [-1.2, -2.4, 0.7], [0.7, -1.1, 2.4], [-0.7, -1.1, -2.5]],
  "nbo_charge": [-0.27, -0.36, 0.41, -0.08, -0.13, -0.35, 0.19, -0.49, 0.23, 0.21, 0.24, 0.23, 0.19],
  "e_homo_ev": -8.014,
  "charge": 0,
  "largest_force_ev_per_a": 5.91,
  "e_above_lowest_kj_mol": 619.9,
  "total_energy_ha": -398.5423,
  "homo_lumo_gap_ev": 8.9,
  "lumo_ha": 0.0319,
  "smiles": "c1cc2n(c1)OCO2"
}